140
Properties=species:S:1:pos:R:3:nbo_charge:R:1 method="wB97M-V/def2-TZVPD" total_charge=0 gap_ev=8.7918 lumo_energy_ev=0.60 e_tot_ha=-3072.49790 de_lowest_kcal_mol=0.2 homo_energy_ev=-8.2 multiplicity=1
C -7.08 -1.38 0.11 -0.5990
H -7.48 -1.62 1.09 0.2117
C -6.51 0.04 0.09 -0.3995
H -5.75 0.13 0.87 0.2020
C -5.92 0.39 -1.27 -0.3999
C -5.43 1.84 -1.35 -0.3822
C -4.14 2.11 -0.58 -0.4222
H -4.03 3.19 -0.45 0.1991
H -4.20 1.67 0.41 0.2283
C -2.92 1.56 -1.31 -0.2176
N -1.69 1.75 -0.57 -0.4442
C -0.93 2.87 -0.60 0.7176
O 0.04 3.00 0.15 -0.6943
C -1.33 3.96 -1.57 -0.5102
H -2.26 4.40 -1.20 0.2353
C -0.26 5.05 -1.71 -0.3845
C 0.71 4.77 -2.86 -0.3968
C 1.53 3.51 -2.62 -0.3995
H 2.24 3.68 -1.81 0.2004
C 2.26 3.02 -3.87 -0.2081
N 2.84 1.72 -3.60 -0.4643
C 4.13 1.53 -3.19 0.3227
C 4.53 0.34 -2.66 -0.2179
C 5.86 0.06 -2.15 0.7808
O 6.82 0.81 -2.09 -0.6353
O 5.93 -1.21 -1.69 -0.5250
C 7.07 -1.60 -0.94 -0.1160
C 6.69 -1.73 0.51 0.0389
C 6.09 -0.66 1.16 -0.2295
C 5.70 -0.77 2.49 -0.1962
C 5.92 -1.95 3.18 -0.2089
C 6.51 -3.02 2.53 -0.2128
C 6.89 -2.92 1.21 -0.2384
H 7.35 -3.76 0.71 0.2076
H 6.68 -3.95 3.07 0.2113
H 5.62 -2.04 4.21 0.2115
H 5.24 0.07 2.98 0.2124
H 5.92 0.26 0.63 0.2197
H 7.85 -0.83 -1.06 0.2271
H 7.42 -2.55 -1.34 0.1915
C 3.52 -0.76 -2.44 -0.0745
N 2.37 -0.54 -3.30 -0.6219
C 1.91 0.66 -3.68 0.7979
O 0.80 0.84 -4.13 -0.6563
H 1.69 -1.30 -3.31 0.4494
C 3.08 -0.81 -0.99 -0.0514
C 2.99 -2.02 -0.31 -0.2086
C 2.47 -2.07 0.97 -0.1607
C 2.05 -0.92 1.62 -0.0458
C 2.21 0.29 0.96 -0.2314
C 2.70 0.35 -0.33 -0.1632
H 2.79 1.31 -0.82 0.2059
H 1.93 1.22 1.46 0.2116
C 1.41 -0.96 2.98 -0.1802
C 2.37 -1.47 4.06 -0.4007
C 1.70 -1.45 5.43 -0.3958
C 0.43 -2.30 5.42 -0.3953
C -0.53 -1.80 4.34 -0.3969
C 0.15 -1.83 2.98 -0.4056
H 0.41 -2.86 2.72 0.1947
H -0.55 -1.46 2.22 0.2128
H -1.42 -2.43 4.32 0.2091
H -0.84 -0.78 4.57 0.1959
H -0.05 -2.25 6.40 0.2059
H 0.69 -3.34 5.22 0.1909
H 2.39 -1.83 6.19 0.2050
H 1.45 -0.42 5.70 0.1914
H 2.69 -2.49 3.82 0.1962
H 3.26 -0.84 4.08 0.2051
H 1.11 0.06 3.25 0.1978
H 2.40 -3.03 1.47 0.2024
H 3.31 -2.92 -0.80 0.2078
H 3.95 -1.73 -2.72 0.2286
C 5.07 2.69 -3.37 -0.6841
H 6.07 2.40 -3.07 0.2816
H 4.76 3.53 -2.74 0.2240
H 5.08 3.01 -4.41 0.2238
H 3.02 3.73 -4.19 0.2041
H 1.54 2.89 -4.68 0.2344
H 0.86 2.71 -2.31 0.2093
H 1.38 5.63 -2.99 0.2023
H 0.14 4.66 -3.79 0.1932
H -0.74 6.02 -1.88 0.2051
H 0.30 5.11 -0.77 0.2267
H -1.53 3.53 -2.55 0.2266
C -1.28 0.71 0.39 -0.1406
C -1.62 -0.69 -0.05 0.0024
C -2.83 -1.31 0.27 -0.1876
C -3.09 -2.61 -0.12 -0.3127
C -2.15 -3.34 -0.84 0.3664
C -0.92 -2.74 -1.15 -0.2216
C -0.68 -1.42 -0.77 -0.1386
H 0.27 -0.98 -1.03 0.2396
C 0.15 -3.46 -1.88 0.8192
O 0.90 -2.93 -2.66 -0.6374
O 0.22 -4.75 -1.56 -0.4828
C 1.22 -5.50 -2.22 -0.2596
H 2.21 -5.12 -1.96 0.1895
H 1.09 -5.44 -3.30 0.1962
H 1.11 -6.53 -1.88 0.1973
O -2.35 -4.61 -1.29 -0.4704
C -3.60 -5.21 -1.10 -0.1697
C -4.77 -4.50 -1.79 0.7672
O -5.92 -4.69 -1.51 -0.5911
O -4.34 -3.66 -2.73 -0.4984
C -5.34 -2.95 -3.45 -0.2635
H -6.07 -2.52 -2.76 0.2020
H -5.85 -3.61 -4.14 0.1926
H -4.82 -2.16 -3.99 0.2022
H -3.52 -6.21 -1.54 0.2297
H -3.85 -5.32 -0.03 0.2079
H -4.04 -3.05 0.15 0.2217
H -3.56 -0.78 0.85 0.2596
H -0.18 0.77 0.44 0.2535
C -1.83 1.10 1.78 0.6823
O -2.92 0.75 2.21 -0.6606
N -0.97 1.87 2.46 -0.6277
H -0.21 2.29 1.94 0.4338
C -1.35 2.55 3.69 -0.2260
C -1.55 4.05 3.46 -0.4000
C -2.70 4.34 2.51 -0.3957
C -2.85 5.83 2.23 -0.6015
H -3.02 6.37 3.16 0.2018
H -1.95 6.22 1.77 0.2015
H -3.69 6.02 1.57 0.2064
H -3.63 3.95 2.93 0.2025
H -2.53 3.82 1.57 0.1938
H -0.63 4.46 3.05 0.1976
H -1.73 4.53 4.42 0.2049
H -0.57 2.38 4.43 0.1940
H -2.28 2.09 4.04 0.2275
H -3.04 0.49 -1.48 0.2199
H -2.83 2.03 -2.29 0.2078
H -5.28 2.10 -2.40 0.1948
H -6.22 2.49 -0.97 0.2033
H -5.10 -0.29 -1.50 0.1922
H -6.69 0.24 -2.03 0.1992
H -7.31 0.74 0.33 0.1947
H -6.31 -2.11 -0.13 0.1972
H -7.89 -1.48 -0.62 0.2010

---

38
Properties=species:S:1:pos:R:3:nbo_charge:R:1 method="wB97M-V/def2-TZVPD" total_charge=+2 gap_ev=4.2585 lumo_energy_ev=-9.13 e_tot_ha=-3339.31125 homo_energy_ev=-13.4 multiplicity=1
Ru 0.51 -0.15 -1.73 1.0417
N -2.08 1.28 1.17 -0.5416
C -2.55 0.29 2.09 0.1730
C -3.23 0.69 3.22 -0.2225
C -3.71 -0.25 4.12 -0.1740
C -3.51 -1.60 3.88 -0.1687
C -2.82 -2.00 2.74 -0.1812
C -2.33 -1.06 1.86 -0.2469
S -1.43 -1.63 0.43 0.5159
N -1.01 -0.15 -0.33 -0.6443
C -1.36 1.03 0.09 0.4629
C -0.89 2.17 -0.75 0.1484
C -1.36 3.46 -0.72 -0.1901
C -0.87 4.37 -1.65 -0.1047
C 0.08 3.97 -2.57 -0.2002
C 0.52 2.66 -2.52 0.0658
N 0.04 1.78 -1.64 -0.4177
H -2.28 2.24 1.41 0.4254
H -3.40 1.75 3.40 0.2285
H -4.24 0.07 5.00 0.2458
H -3.89 -2.34 4.56 0.2457
H -2.68 -3.06 2.53 0.2382
H -2.11 3.77 -0.01 0.2421
H -1.23 5.39 -1.65 0.2608
H 0.47 4.64 -3.31 0.2654
H 1.28 2.29 -3.20 0.2250
Cl 5.30 -4.75 -2.50 0.2289
C 4.35 -3.51 -1.90 -0.0035
C 4.90 -2.65 -0.83 -0.0055
Cl 6.42 -2.99 -0.23 0.2276
C 4.20 -1.59 -0.33 -0.1905
Cl 4.80 -0.57 0.89 0.1512
C 2.91 -1.31 -0.87 0.4363
O 2.21 -0.34 -0.55 -0.4606
C 2.32 -2.26 -1.89 0.5048
O 1.16 -2.01 -2.21 -0.5187
C 3.09 -3.33 -2.41 -0.2218
Cl 2.43 -4.31 -3.62 0.1592

---

78
Properties=species:S:1:pos:R:3:lowdin_charge:R:1 method="wB97M-V/def2-TZVPD" total_charge=+1 gap_ev="6.9083 / 6.8308" lumo_energy_ev="-4.42 / -4.47" e_tot_ha=-3788.32252 homo_energy_ev="-11.3 / -11.3" multiplicity=1
Ti -0.08 -0.09 0.03 1.0575
C -3.54 0.49 -1.84 -0.1619
Si -2.63 -1.14 -2.03 0.4678
C -3.25 -2.28 -0.69 -0.1560
C -3.12 -1.85 -3.69 -0.1638
C -0.76 -0.91 -1.86 -0.3779
C 0.04 -2.12 -1.52 -0.3909
C -0.09 -3.46 -1.91 -0.0085
C 0.84 -4.37 -1.45 -0.0203
C 1.85 -3.96 -0.57 -0.0317
C 1.90 -2.65 -0.18 -0.0839
N 1.02 -1.76 -0.68 -0.0156
Si 0.16 -0.11 -3.34 0.4802
C 0.27 -1.36 -4.72 -0.1515
C -0.70 1.42 -3.99 -0.1604
C 1.93 0.33 -2.90 -0.1634
H -4.61 0.27 -1.78 0.0460
H -3.40 1.17 -2.67 0.0262
H -3.27 1.00 -0.91 0.0203
H -4.28 -2.54 -0.90 0.0455
H -3.22 -1.80 0.30 0.0317
H -2.68 -3.20 -0.60 0.0223
H -4.19 -2.03 -3.70 0.0428
H -2.62 -2.79 -3.94 0.0306
H -2.92 -1.14 -4.50 0.0301
H -0.89 -3.76 -2.57 0.1210
H 0.77 -5.40 -1.75 0.1250
H 2.59 -4.66 -0.21 0.1163
H 2.64 -2.26 0.50 0.1189
H -0.71 -1.61 -5.14 0.0228
H 0.73 -2.30 -4.40 0.0352
H 0.87 -0.96 -5.54 0.0454
H -1.43 1.85 -3.32 -0.0086
H -1.21 1.19 -4.93 0.0431
H 0.04 2.20 -4.22 0.0376
H 2.52 -0.55 -2.64 0.0387
H 2.05 1.06 -2.10 0.0012
H 2.36 0.76 -3.80 0.0463
O 2.12 0.07 1.41 -0.0494
N 1.79 0.60 0.38 -0.0543
C 4.17 4.94 2.59 -0.0313
C 3.02 4.52 1.73 -0.2404
C 1.75 4.33 2.28 -0.0112
C 0.68 3.92 1.50 -0.0673
C 0.89 3.71 0.14 -0.4173
C 2.14 3.91 -0.43 -0.0766
C 3.20 4.31 0.36 -0.0157
S -0.34 3.16 -0.97 1.0591
C -1.84 3.87 -0.33 -0.1939
O -0.58 1.65 -0.74 -0.6240
H 3.85 5.24 3.58 0.0824
H 4.71 5.77 2.13 0.0910
H 4.88 4.12 2.70 0.0944
H 1.60 4.49 3.34 0.1237
H -0.28 3.76 1.96 0.1029
H 2.29 3.74 -1.49 0.1135
H 4.17 4.46 -0.08 0.1269
H -2.08 3.40 0.62 0.0671
H -2.63 3.66 -1.06 0.0639
H -1.69 4.94 -0.23 0.0805
O 0.70 -1.40 7.32 0.1033
N 0.39 -2.35 6.64 -0.3492
O 0.30 -3.50 7.01 0.1115
C 0.06 -2.08 5.23 -0.1000
C 0.12 -0.79 4.77 0.1130
C -0.19 -0.57 3.43 -0.0443
C -0.54 -1.59 2.52 -0.2126
O -0.82 -1.34 1.28 -0.1298
C -0.60 -2.89 3.08 -0.0110
C -0.31 -3.14 4.41 0.1132
N -0.95 -4.08 2.27 -0.3131
O -1.23 -5.09 2.87 0.1141
O -0.95 -3.96 1.06 0.0958
N -0.24 0.83 3.02 -0.2665
O 0.00 1.68 3.82 0.1548
O -0.56 1.11 1.85 -0.0481
H 0.38 0.02 5.43 0.1431
H -0.36 -4.14 4.80 0.1439

---

33
Properties=species:S:1:pos:R:3:mulliken_spin:R:1 method="wB97M-V/def2-TZVPD" total_charge=-1 gap_ev="4.4967 / 4.5046" lumo_energy_ev="2.09 / 2.10" e_tot_ha=-4313.47487 s_squared=0.7511 homo_energy_ev="-2.4 / -2.4" multiplicity=2
C 2.23 -0.75 -0.80 -0.0012
C 2.63 -0.23 0.45 0.0032
C 2.46 -1.25 1.42 0.0007
H 3.00 0.76 0.64 0.0008
C 1.92 -2.38 0.77 -0.0017
C 1.75 -2.07 -0.60 -0.0028
H 1.33 -2.71 -1.35 0.0010
H 2.24 -0.22 -1.74 0.0001
H 2.66 -1.16 2.47 0.0003
H 1.63 -3.30 1.25 0.0001
Yb 0.44 -0.66 0.56 1.0025
Br -0.68 0.61 -0.93 -0.0022
C -3.60 0.02 -3.37 0.0000
C -3.12 -1.15 -3.97 0.0001
C -2.05 -0.80 -4.82 0.0000
H -3.51 -2.16 -3.82 0.0000
C -1.87 0.59 -4.74 0.0000
C -2.83 1.10 -3.84 0.0000
H -2.95 2.15 -3.56 0.0000
H -4.42 0.09 -2.67 0.0000
H -1.46 -1.49 -5.43 0.0000
H -1.12 1.17 -5.27 0.0000
C -0.58 1.81 3.12 -0.0002
C 0.71 0.99 3.06 -0.0001
C 1.39 0.98 4.43 0.0002
O 0.39 -0.32 2.72 -0.0010
H -1.29 1.38 3.86 0.0001
H -1.06 1.82 2.12 0.0000
H -0.35 2.86 3.40 0.0000
H 1.40 1.43 2.32 0.0003
H 0.72 0.53 5.20 0.0000
H 2.32 0.37 4.38 0.0000
H 1.66 2.01 4.74 0.0000

---

17
Properties=species:S:1:pos:R:3:nbo_charge:R:1 method="wB97M-V/def2-TZVPD" total_charge=0 smiles=CO[C@H]1CO[C@H]1C gap_ev=10.6232 lumo_energy_ev=1.00 e_tot_ha=-346.93185 de_lowest_kcal_mol=58.7 homo_energy_ev=-9.6 multiplicity=1
C 1.95 1.22 -0.27 -0.2464
O 0.59 0.92 -0.41 -0.5308
C 0.27 -0.43 -0.55 0.0578
C 0.41 -1.35 0.68 -0.0951
O -1.00 -1.62 0.69 -0.5301
C -1.24 -0.67 -0.37 0.0954
C -2.01 0.54 0.10 -0.6363
H 2.40 0.72 0.60 0.1655
H 2.53 0.96 -1.17 0.1661
H 2.01 2.30 -0.11 0.1965
H 0.71 -0.86 -1.47 0.1709
H 0.73 -0.84 1.59 0.1754
H 0.99 -2.27 0.54 0.1771
H -1.74 -1.17 -1.21 0.1746
H -2.29 1.18 -0.75 0.2153
H -2.92 0.23 0.63 0.2205
H -1.40 1.15 0.78 0.2234

---

86
Properties=species:S:1:pos:R:3:lowdin_charge:R:1 method="wB97M-V/def2-TZVPD" total_charge=0 smiles="CC[C@H](Br)[C@]1(COO)OS(=O)(=O)O[C@@]1(CN)Cc1cccc(C)c1.O=C1OC[C@@H](F)O1.O=C1OC[C@@H](F)O1.O=C1OC[C@@H](F)O1.O=C1OC[C@@H](F)O1" gap_ev=9.2034 lumo_energy_ev=0.29 e_tot_ha=-5829.78380 de_lowest_kcal_mol=0.0 homo_energy_ev=-8.9 multiplicity=1
C -0.88 1.21 2.79 -0.1192
C 0.30 1.72 1.82 -0.2507
C 1.21 0.48 1.43 -0.5493
Br 2.02 -0.18 3.10 0.8373
C 2.23 0.77 0.25 -0.3182
C 2.03 2.16 -0.51 -0.0710
O 0.84 1.99 -1.30 -0.1706
O 0.14 3.19 -1.36 -0.0271
O 1.74 -0.16 -0.80 -0.1899
S 2.43 -1.63 -0.45 0.7297
O 1.58 -2.47 0.41 -0.2708
O 2.67 -2.46 -1.62 -0.2562
O 3.72 -1.18 0.49 -0.1627
C 3.74 0.28 0.36 -0.3586
C 4.69 1.08 1.38 -0.1741
N 5.21 0.18 2.47 -0.0125
C 4.58 0.44 -1.02 -0.0810
C 5.71 -0.66 -1.12 -0.1708
C 6.87 -0.75 -0.23 -0.0273
C 7.82 -1.85 -0.42 -0.0626
C 7.68 -2.86 -1.47 -0.0401
C 6.54 -2.77 -2.38 -0.2308
C 6.22 -3.77 -3.53 -0.0605
C 5.60 -1.67 -2.17 -0.0145
H -0.96 1.86 3.70 0.0781
H -1.86 1.37 2.22 0.0573
H -0.81 0.12 3.00 0.0614
H 0.96 2.42 2.41 0.1019
H -0.21 2.19 0.95 0.0993
H 0.50 -0.32 1.09 0.1090
H 2.85 2.38 -1.23 0.1363
H 1.96 3.03 0.20 0.1427
H -0.80 2.91 -1.35 0.1108
H 4.07 1.87 1.88 0.1188
H 5.58 1.51 0.88 0.1074
H 6.19 0.48 2.60 0.0647
H 4.74 0.47 3.33 0.0221
H 3.92 0.24 -1.92 0.1209
H 4.98 1.48 -1.16 0.1224
H 7.04 -0.01 0.58 0.0811
H 8.69 -1.96 0.28 0.0965
H 8.37 -3.72 -1.60 0.1046
H 6.74 -3.54 -4.49 0.0819
H 6.35 -4.82 -3.17 0.0789
H 5.11 -3.65 -3.75 0.0700
H 4.72 -1.57 -2.85 0.1060
O -3.97 1.12 2.13 0.1600
C -4.39 1.56 3.15 -0.5323
O -5.66 1.36 3.60 0.0766
C -5.72 1.93 4.91 -0.0596
C -4.61 2.93 4.88 -0.3103
F -4.05 3.08 6.10 0.0807
O -3.66 2.33 4.01 0.1220
H -5.57 1.15 5.65 0.1521
H -6.69 2.39 5.09 0.1222
H -4.89 3.91 4.48 0.1781
O -2.51 4.93 -6.06 0.1843
C -2.44 3.93 -5.42 -0.5379
O -1.60 2.89 -5.70 0.0805
C -1.73 1.96 -4.63 -0.0590
C -3.09 2.28 -4.09 -0.3194
F -3.16 2.05 -2.75 0.0694
O -3.21 3.67 -4.32 0.1340
H -0.94 2.13 -3.90 0.1361
H -1.66 0.94 -4.99 0.1453
H -3.91 1.76 -4.59 0.1759
O 1.08 -3.09 -6.77 0.1732
C 0.97 -3.65 -5.72 -0.5436
O 1.00 -3.03 -4.51 0.0737
C 0.70 -4.02 -3.53 -0.0651
C 1.08 -5.29 -4.23 -0.3163
F 0.30 -6.32 -3.84 0.0745
O 0.80 -5.00 -5.59 0.1344
H -0.37 -3.98 -3.29 0.1496
H 1.27 -3.85 -2.62 0.1109
H 2.13 -5.56 -4.12 0.1753
O -8.87 2.21 6.33 0.1682
C -9.33 1.32 5.70 -0.5415
O -10.11 0.34 6.21 0.0806
C -10.56 -0.46 5.12 -0.0584
C -9.51 -0.19 4.08 -0.3176
F -10.03 -0.24 2.83 0.0830
O -9.12 1.14 4.36 0.1306
H -11.55 -0.12 4.81 0.1484
H -10.62 -1.51 5.39 0.1433
H -8.64 -0.85 4.14 0.1775